1.
The following is a DFT calculation (ωB97M-V/def2-TZVPD) of a molecular structure, C40H75AlBrCl2FNO16PS in a non-equilibrium geometry.

XYZ file:
```
139
C40H75AlBrCl2FNO16PS (ωB97M-V/def2-TZVPD)
C -3.18479 7.44868 -0.35669
H 4.87513 1.64575 1.77843
H 4.44755 3.40152 1.75253
H 3.92852 -4.49405 7.48459
O -11.35878 7.34312 -1.40065
H -12.44763 6.49679 2.55094
H -2.16267 7.28255 -0.00576
H 4.76603 -2.10259 -3.78320
O 4.54129 -2.07316 -6.81983
H 6.65388 -3.67581 -5.93951
H -3.64837 5.37034 -0.55220
H 0.51699 -0.18111 1.94103
F 4.32539 0.38692 -1.07989
H 6.28316 -8.40875 -6.24729
P -10.98709 7.34543 0.14176
H -12.24986 9.22719 -1.38496
C 2.10472 2.51983 0.76656
H 3.34665 0.38576 -6.81043
H -12.09382 8.44215 -2.96688
H 0.67694 -1.84863 -4.61892
H 2.50419 3.50891 0.42876
H -0.99753 -2.70201 1.16081
H -5.07115 6.38373 -0.42782
H -1.19999 -3.77656 8.79320
O -10.75335 5.79820 0.44476
C 3.65719 -2.24729 -3.78682
H 0.75331 -2.44984 1.35581
C 3.20860 1.17381 -7.54684
H -1.85584 1.04536 1.18902
C -0.15455 -2.02729 0.83758
C 4.57441 -4.36028 -6.04868
H 9.58874 -5.80058 -6.55052
O -1.47362 -2.86239 8.58428
C -1.73078 -2.85488 7.26811
O 3.10499 -2.43792 -5.13976
C 6.23129 -7.68948 -3.78866
H -9.36080 4.34727 0.83977
C 4.72757 -2.25719 0.61834
H 3.88281 -3.65199 8.98339
C 3.16653 -2.47722 0.39983
H 7.00446 -8.44705 -3.94372
H 3.49873 -0.35188 -2.50918
H -1.12842 -0.77723 2.34784
H 6.84083 -3.64497 1.12386
O -2.53985 -3.04640 3.15332
H 6.11995 -3.94247 -7.65837
H -1.66347 -2.58174 -3.68119
N 0.00109 -1.98050 -0.62573
H -3.93261 7.79190 2.21401
H 2.59623 -0.36695 -4.07722
C -12.43638 7.54873 2.25841
H -13.35199 8.02223 2.60850
H 0.65444 0.93696 -0.73616
O 5.61903 -7.72119 -6.12064
O -9.89176 8.24756 0.52958
C 6.74336 -3.32321 0.04078
C -4.60199 6.92558 2.21179
H 6.71189 -6.71521 -3.90173
H 2.74902 -2.69895 1.43195
H 2.01389 -0.59845 0.70566
O 5.37591 -3.10284 -0.36873
H 2.57357 0.92476 2.23815
H 5.85225 -7.77909 -2.76846
H 3.95031 -4.90222 -6.82307
O 3.47143 -5.64211 9.10318
C 1.83938 -4.10993 8.19601
O -2.76044 -0.76599 4.59192
H 2.17529 2.49460 3.02862
C -9.50669 5.41245 1.01741
H 4.35436 -7.08040 -4.65523
C 2.87018 -1.00848 -3.18426
H 4.46581 -4.87953 -5.06220
O 1.80693 -3.00576 7.55220
C 0.51108 2.51704 0.90806
O -4.09853 5.91937 1.34159
H 0.16609 3.56226 0.64768
H 4.55592 2.47484 3.36104
H -6.37400 8.08329 2.62099
Br 7.11734 -0.87379 -1.20786
H 7.31691 -2.28014 -0.12550
H 2.97966 0.73681 -8.51479
C 6.06705 -4.35830 -6.62132
C -0.85659 -2.29857 -2.96450
Cl 4.70347 2.10691 -7.67713
H 4.99588 -2.67448 1.64052
C 1.52011 -1.49032 -2.57293
O 9.01082 -5.11854 -6.19016
H 6.46262 -5.40560 -6.59587
H -10.65584 9.12475 -2.18178
H -8.67766 5.95682 0.56463
O -1.16171 -5.12504 7.13184
C -1.84905 -4.16304 5.09808
C 5.11257 -7.85080 -4.80014
C -4.05681 6.24554 -0.04068
H -4.56671 6.50754 3.22049
H 0.21286 2.27012 1.98190
C 3.44882 -4.53197 8.47754
H 1.36168 -4.12911 9.19185
H -2.80736 -2.12962 2.95241
H -0.72894 2.09207 -0.86256
C -1.11963 0.43704 0.52635
C -2.25229 -3.05383 4.47817
C 2.72284 2.04321 2.15567
C -0.41830 -0.60757 1.47989
C -1.03393 -2.31095 -1.51382
C -2.40799 -1.76086 5.20992
H 1.39187 -4.99250 7.70801
C 0.44878 -1.88443 -3.52726
H -1.76123 -0.09957 -0.21799
H -2.26680 -0.80439 7.16006
C -1.54741 -4.14324 6.53113
H -6.69545 6.47530 1.94429
S -2.71344 -2.78860 -0.93532
C 2.39943 -1.18458 -0.18369
H -3.55165 8.35572 0.12504
O -12.38797 7.65252 0.83904
C -11.60200 8.61016 -2.01011
H 4.63365 -8.83063 -4.69957
Al -1.94072 2.48456 1.80817
H 2.45405 1.75872 0.00508
H -9.52681 5.59334 2.09325
C -6.02914 7.33990 1.90045
H 2.99756 -3.38573 -0.25173
H -11.58126 8.05060 2.71619
H 5.04255 -1.18270 0.54233
H -2.55616 -4.00496 -0.30651
H -6.12131 7.77282 0.90323
H 7.15427 -4.14695 -0.60177
C -2.13308 -1.74298 6.64028
H 3.32826 -3.16707 -3.21568
Cl 1.85454 2.19964 -7.04431
C 4.24884 2.43367 2.27743
H 3.16145 -0.48569 -0.70373
H 9.15990 -4.35821 -6.76408
H -3.16172 7.62882 -1.43331
C 1.23825 -1.58025 -1.13346
H -1.73001 -5.10406 4.57841
C 4.09667 -2.87069 -6.03176
C -0.11432 1.47982 -0.13312
```

- Lowest unoccupied orbital energy: -3.025 eV
- Highest occupied orbital energy: -4.4 eV
- Orbital gap: 1.3532 eV

Mulliken population analysis, charges in e, atoms 1 to 4: number 1, C, carries -1.086; number 2, H, carries 0.228; number 3, H, carries 0.299; number 4, H, carries 0.277

***

2.
The following is a DFT calculation (ωB97M-V/def2-TZVPD) of a molecular structure, C40H76Br12Hg2N4O4 in a non-equilibrium geometry.

XYZ file:
```
138
C40H76Br12Hg2N4O4 (ωB97M-V/def2-TZVPD)
H 0.37153 -3.62826 1.11554
H -4.10477 -5.21346 1.07665
Hg -2.31812 -0.33686 -0.33805
H 3.57365 0.11670 -2.15153
H 2.50614 -1.47180 -1.21341
H 3.73999 -3.29522 0.91923
C -5.62326 -2.78970 1.37981
H -2.41166 -4.09757 -2.88174
H -4.14098 1.69524 0.01385
Br -5.14859 2.17872 4.22176
H -2.11925 4.99914 0.15088
H -2.23719 4.65692 -1.43075
C -3.46469 1.87008 5.29766
C -3.95686 2.16292 -2.67356
C -4.51618 3.10095 -1.59838
H -4.42658 4.18318 -1.69239
Br 5.55848 4.96419 5.76689
H 3.46733 -2.69360 3.10224
C 1.05992 -1.45291 3.69217
C -2.56857 -4.44484 -0.31536
N -3.74860 -2.24401 -0.28177
C -4.11149 -2.44491 1.15982
H -2.20701 3.01124 1.92662
H -5.99480 -3.81400 1.40931
C 2.93796 4.79826 -2.91573
H -6.19791 -2.25821 0.62125
H -4.55758 1.25857 -2.77041
H 3.73011 0.37370 2.51662
C 5.12272 2.37322 -2.34887
H -2.66957 -1.02750 2.04087
C 1.99468 -2.34730 -0.81339
H -1.27393 0.42195 -3.91519
H -3.08086 2.85308 5.57059
C 1.29113 1.04674 2.77019
H -1.56408 -4.02487 -0.26331
H 1.22763 4.79655 -1.64728
C 3.90807 -1.90596 2.49112
H 1.24815 3.69544 0.73832
H -4.12860 -1.17150 2.95676
H -0.73044 4.32698 -0.63281
H -5.51047 -3.58525 -2.09458
H 0.93088 -0.83363 4.57984
H 0.91687 -2.33585 -0.97556
C 1.97424 -2.20938 0.71985
C -2.29335 0.52699 -3.54392
H -1.47589 -6.09974 -3.42095
H 2.00525 0.77179 -2.60554
Hg 1.62287 0.89887 -0.19385
H 0.22099 1.22602 2.87395
H -4.15951 -0.24305 1.44934
H 5.43859 -5.16058 0.24127
O -0.51269 1.16339 -1.29493
C -4.77165 -4.24133 -1.63436
H 1.69551 1.51858 3.66570
H 1.59790 -2.36938 3.93455
Br -0.24192 -8.32128 -3.28354
Br 7.10511 -6.97023 -0.13740
H -5.30125 -4.64919 -0.77339
H -5.94914 -2.45099 2.36326
H 2.44033 -3.25083 -1.22948
C 3.20108 -0.51652 2.85682
H -3.86053 -3.69832 2.81649
C -2.42479 1.89588 -2.73766
C -2.63362 -3.16070 -2.37074
N 1.29849 -0.97120 1.25213
C -3.27078 -3.48093 1.92596
H 4.13571 5.96321 0.25172
H 1.53698 -3.58639 2.41045
C 2.07959 4.40027 0.74300
H 5.60910 1.60469 -1.74812
Br 0.55859 -5.11688 -2.45913
H 3.26334 0.75856 -3.71413
H -2.25220 -3.12328 2.07653
Br 3.85100 -7.25883 0.65518
H -2.84106 0.43975 -4.48228
C 1.43649 -3.53099 1.32651
C 1.68869 -0.52788 2.60511
H 1.62937 1.57305 1.87761
H 2.40051 6.00477 -1.34102
H 3.30822 3.23234 -4.25749
C -0.44091 -6.37298 -3.62652
Br -0.05504 -6.07568 -5.57654
H -2.37228 -0.30379 -2.84273
H -5.59596 3.01089 -1.47980
C 3.07987 0.94703 -2.65634
H 3.97076 5.14615 -2.93545
C 3.50640 -2.24444 1.09069
H 4.13614 -1.68102 0.40215
H 3.20045 -0.39163 3.93964
C -2.26900 2.75242 -0.26035
C -3.74978 -1.12834 1.93562
H -3.25653 -2.47944 -2.95035
H 4.99343 -1.80822 2.51445
H -2.01159 3.96412 -3.37676
H 2.50653 4.15841 1.71631
N 3.18295 2.77408 -0.82490
C 4.40284 4.99011 -0.16038
O -0.11453 -0.90141 0.87142
C -3.11312 -4.76130 1.09388
C 2.86587 3.32342 -3.26545
H 4.99442 5.14781 -1.06219
H 1.57344 5.35879 0.85767
H -1.70278 -2.65321 -2.11758
H 1.81052 -4.37798 0.75135
H 0.05308 -1.84538 3.54959
H -0.77516 2.45575 1.12373
O -4.46486 -1.16004 -0.97184
Br 4.78395 2.61889 3.62462
Br 2.64630 3.53484 5.87079
C -1.71710 2.94894 -3.64281
H 4.96530 4.43197 0.58810
H 5.02813 2.53307 6.06179
H 5.64909 3.28147 -2.05543
Br -3.91338 0.86750 6.94538
H 1.82788 3.00767 -3.37027
H -2.40097 -5.38270 1.63684
C 4.53084 3.28779 5.45253
H -4.18760 2.73044 -3.57510
H -0.63170 2.84918 -3.63628
C 5.32512 -6.13157 -0.24083
H -2.20588 1.37569 1.49120
H -4.18951 3.41322 0.50750
H 5.36721 2.23762 -3.40241
C -1.85957 2.34624 1.13595
C -3.49265 -3.46029 -1.11572
Br 4.88786 -5.69956 -2.15555
C 3.05556 4.21740 -0.43520
C 3.60052 2.36530 -2.22690
H -4.53787 -5.06222 -2.31229
Br -2.03655 0.85868 4.16605
C 2.30503 4.94391 -1.57243
C -1.80953 4.20940 -0.53358
H -2.05278 2.75933 -4.66236
H 2.30894 5.49662 -3.46776
O 3.70702 1.94136 0.22057
N -1.80257 1.83688 -1.36489
C -3.83060 2.70822 -0.24234
H -2.55807 -5.41629 -0.80961
```

- Lowest unoccupied orbital energy (alpha / beta): -3.895 / -4.505 eV
- Multiplicity: 2
- Highest occupied orbital energy (alpha / beta): -9.2 / -9.2 eV
- Orbital gap (alpha / beta): 5.3526 / 4.7423 eV
- Total charge: +1

Mulliken population analysis, charges in e, atoms 1 to 4: number 1, H, carries -0.355; number 2, H, carries 0.397; number 3, Hg, carries 1.918; number 4, H, carries 0.425

***

3.
The following is a DFT calculation (ωB97M-V/def2-TZVPD) of a molecular structure, C40H76BrF3O18P2S7 in a non-equilibrium geometry.

XYZ file:
```
147
C40H76BrF3O18P2S7 (ωB97M-V/def2-TZVPD)
H 0.47535 -0.57321 6.30854
H 2.24224 0.68399 -3.34423
H 1.96090 -2.05296 9.97367
H 1.08656 2.59758 -2.59487
H 4.22884 0.19552 -5.66178
H -5.30175 3.04338 -2.83202
F 4.31734 -2.22406 -4.85023
H 3.35448 -0.63505 8.51854
C 2.74824 -1.61160 -1.52881
H 3.78505 -0.24989 -3.49049
C -6.39249 -4.77193 -4.50069
C 0.75533 1.00572 -0.83546
C 2.27336 0.85911 -0.33666
H -4.49722 -2.08034 7.47103
C 5.50397 -0.86838 0.34015
H 7.87854 1.13658 -2.58880
C -8.61203 2.29484 -3.06787
O 0.96217 1.90158 8.55010
H 5.89024 0.03159 -3.11173
H 1.46810 -2.28229 7.58476
C 3.99753 1.99583 -3.16512
O 5.00424 -3.44035 -1.12814
H -0.56880 0.03127 3.58531
H 3.08736 3.73306 2.82990
C 1.11589 0.83117 2.29330
H -6.19911 1.96983 -1.71254
S -3.32207 -0.61647 4.96393
H -1.70752 2.63302 -3.04531
H 3.21291 2.86892 -2.93490
C -4.92782 -0.12920 5.56375
C 2.50661 -0.16983 9.03013
H -4.24876 -4.51139 -4.44314
C -1.43344 -0.02222 1.51545
H 0.10360 0.00209 -0.85320
O -4.63470 -4.90863 -1.38002
H -1.11413 6.33302 -2.61770
C -0.15789 -0.22960 2.48974
C 4.54881 -3.15816 -3.76548
Br 0.34577 2.71336 2.46039
H -8.36881 1.58883 -5.11605
S 2.07685 -2.00110 0.23012
C 3.55848 2.72852 3.26852
H -0.56036 -0.02258 7.66088
H -4.78507 0.39776 6.51189
H -2.98577 6.52229 -3.09758
C -4.65588 -2.38455 6.42930
H 6.43253 -1.57258 0.05234
C 8.65973 -0.33537 -1.03002
H 4.20835 0.30618 4.15125
C -1.18672 2.62319 -1.97026
H 6.03228 -0.15643 1.14429
S 1.63755 0.83453 7.84201
H 5.13197 1.14428 -0.56349
H -6.00851 -6.36059 -3.05800
C -8.12985 1.27350 -4.09668
H 4.77577 4.58647 -4.61273
H 1.63448 0.72531 3.38045
S 2.85973 2.66997 -0.12251
H -6.32087 -5.53438 -5.28264
H 6.26564 3.45966 -4.04832
H 2.24611 3.52165 -1.03203
H 7.25938 1.44481 -0.83788
H 6.09237 0.65276 -5.19026
H 4.94675 2.26957 -2.50937
C 3.26970 0.59556 -2.82186
H -2.49092 6.83805 -1.29673
H -7.27259 -4.15592 -4.72181
C 0.42874 -0.39957 7.38659
H 0.82659 -0.87494 -4.66260
H 8.69063 -0.13739 0.14709
O 4.41447 0.02483 3.19483
H -2.47821 -2.39745 6.30557
H 6.44580 -1.39031 -2.06721
C -5.66512 -1.44344 5.77328
H 9.73697 -0.06728 -1.41504
C 0.78564 -1.65864 8.17490
H -5.41457 0.52568 4.83905
O 0.55448 -2.30925 0.23792
H -7.39013 3.94759 -3.73281
C 6.06133 -0.26061 -2.01262
F 4.19352 -4.49987 -4.38932
C -2.38174 4.61009 -1.80369
H -1.63302 1.05544 1.11426
H 0.75446 -0.76550 10.14165
H -8.54818 0.28199 -3.90580
H 5.82033 3.59988 -5.89384
C -7.48056 3.29899 -2.85328
S -5.80014 -4.27507 -1.96008
H -6.55727 -1.30954 6.39196
O -3.57613 3.98768 -1.80622
H 2.83893 2.43807 4.17665
O -5.76233 1.71243 -5.16241
C 7.45042 0.59381 -1.61483
O -3.38343 -0.72004 3.52114
H -0.65786 -3.01533 -2.90423
H 5.23075 1.42820 -6.67748
C 0.29791 1.87041 -2.13560
H -5.01464 -3.41851 6.44049
H -2.40223 -0.31258 2.15181
H -9.53163 2.78634 -3.40053
C 2.27036 0.49154 1.25726
H -5.08857 -3.23036 -5.33474
C 4.39002 2.26409 -4.73061
O 2.68242 -3.35589 0.79497
C -6.54543 -5.41012 -3.12106
C -5.14880 -3.88524 -4.46060
C -5.25318 -3.08649 -3.16992
C 1.48556 -1.21342 9.45806
H 0.10206 1.06463 -2.99914
O 0.27824 -3.18631 -2.53187
C -6.21734 2.46757 -2.68669
C 5.05806 1.04694 -5.56198
H 2.85970 0.44978 9.85621
C 4.90003 0.01421 -0.89788
O -5.97024 -0.06617 -3.36362
C 3.31736 -0.04424 -1.30316
C -3.34521 -2.26435 5.65356
O 2.95463 -4.26494 -1.98816
C 5.37469 3.58280 -4.81167
H 8.41487 -1.50028 -1.12357
O 2.51218 1.08453 6.71375
H 4.80590 -1.63296 0.85679
H -4.30412 -2.64646 -2.85906
H 0.11253 1.64700 -0.05483
C -2.24208 6.20026 -2.25185
H -0.10555 -2.25758 8.38694
S -6.35143 1.20780 -3.93994
H -7.66138 3.93438 -1.98138
S 3.84906 -2.94006 -2.08483
H -5.98088 -1.85521 4.80726
H 4.57154 3.04712 3.75780
O -2.31189 0.17042 5.64273
O -6.83894 -3.67151 -1.14947
H -6.02087 -2.31084 -3.24782
O 2.47232 -0.93198 1.42926
H -1.83700 1.88399 -1.29836
H 3.36739 2.53871 -5.28247
H -8.83423 1.78792 -2.12098
P 1.24778 -1.80209 -2.67130
H 0.20941 -1.35660 2.61843
H -3.30266 -2.97847 4.82658
H -7.59651 -5.55810 -2.86057
H -1.48352 -0.73585 0.56698
O -1.10432 3.96072 -1.36716
F 6.05717 -3.29454 -3.67836
P 3.83321 1.31595 2.10632
O 1.50592 -1.57176 -4.35174
```

- Lowest unoccupied orbital energy: -2.123 eV
- Highest occupied orbital energy: -7.9 eV
- Orbital gap: 5.7469 eV

Mulliken population analysis, charges in e, atoms 1 to 4: number 1, H, carries -0.111; number 2, H, carries 0.016; number 3, H, carries 0.375; number 4, H, carries -0.057